No. 1
Here is an isolated molecule of C22H21N3O3 at a distorted geometry from the Open Molecules 2025 dataset. Energies are from wB97M-V/def2-TZVPD.

```
49
Properties=species:S:1:pos:R:3:forces:R:3:lowdin_charge:R:1
H -1.256599 1.366078 3.262257 0.69 0.26 0.30 0.12
C -1.366978 0.478025 2.674096 2.21 -1.33 -4.31 0.02
C 2.252326 -0.717304 0.192268 -1.40 3.13 -0.88 -0.06
C 3.245057 1.118631 0.949443 1.06 -0.83 0.17 -0.06
H 3.749828 0.447146 -5.644996 -0.11 -0.31 -0.12 0.09
H -3.196677 0.308818 0.793595 0.44 0.20 -1.54 0.11
O 4.473897 1.957889 -1.560279 -0.15 -1.00 0.21 0.09
C 3.613350 -0.013776 -0.148956 -0.08 2.32 1.25 -0.12
C -8.647501 -2.952947 3.101507 1.19 0.37 0.07 0.00
C 4.193129 1.217445 -5.037473 0.58 -0.29 0.12 0.00
H -0.474092 -0.799767 1.073554 -0.80 -0.06 0.09 0.10
C 3.957995 0.672910 -1.443120 -1.14 -1.05 0.16 -0.16
H 1.420720 -0.545981 -0.561103 1.08 -0.57 0.46 0.13
H 3.102695 2.144924 0.535861 -0.22 -0.90 0.30 0.13
C 5.297406 3.257644 -3.470382 -0.57 -2.00 -4.14 0.04
N -4.370708 -1.293758 4.083711 0.37 2.16 -1.20 0.12
H -5.404768 -0.894545 0.870997 -0.05 0.25 0.11 0.10
H 3.910083 1.157896 1.848623 -0.27 0.21 -0.92 0.13
H -8.229355 -3.984085 3.146245 -0.40 0.65 0.38 0.09
H 6.057322 4.104883 -5.327599 0.17 0.13 -0.34 0.08
C 4.567151 2.158185 -2.931862 2.24 3.00 1.89 -0.22
H 3.588891 -1.475069 -3.855339 0.01 -0.30 -1.27 0.08
H 3.451967 -1.908460 -2.290844 -0.31 -0.82 1.12 0.08
H 4.346247 -0.705864 0.183489 1.25 -0.19 0.25 0.13
C -7.533034 -2.054142 2.512604 0.73 0.80 -4.03 -0.39
O -7.625832 -1.584336 1.318740 0.13 -1.29 4.51 -0.01
O 0.857085 1.977256 1.844348 -0.47 5.75 1.62 0.11
C 5.480304 3.292660 -4.932690 -1.31 -1.97 2.84 -0.05
H 2.230658 -1.711993 0.571495 0.42 -0.84 0.01 0.10
H -9.463284 -2.953453 2.408389 -0.26 0.02 -0.57 0.06
C 4.084857 1.100325 -3.589632 -0.15 0.18 -4.15 -0.12
C -2.670848 -0.181191 2.742644 -0.46 0.30 -0.26 -0.26
C -4.751480 -0.774890 1.724383 -1.49 0.06 1.04 0.02
C -3.508455 -0.221154 1.639550 -0.15 -0.03 0.67 -0.02
C 3.104615 -1.165214 -2.962081 -0.12 -0.37 -0.23 -0.02
H -9.067436 -2.587235 4.052406 0.61 -0.32 -0.12 0.08
N 2.078003 0.322668 1.265687 -1.46 -2.69 -0.91 -0.06
C 3.664703 0.126201 -2.627086 0.45 1.44 -0.67 -0.19
N -6.318237 -1.962757 3.213895 -3.14 -0.83 0.36 0.11
H -6.216479 -2.506858 4.068551 -0.37 0.37 -0.13 0.15
H 5.905050 3.906950 -2.920867 0.24 0.99 1.14 0.08
H -2.452028 -0.559431 4.721413 -0.54 -0.61 0.72 0.12
C -5.221325 -1.178252 3.012966 3.50 -1.65 -0.57 -0.27
H 4.957070 2.247915 -6.795578 0.09 -0.19 -0.38 0.08
C 4.929887 2.210349 -5.727172 -0.84 0.99 3.23 -0.08
C 0.845093 0.846610 1.559229 0.60 -1.86 -0.26 -0.53
C -0.448120 0.127649 1.635982 -1.28 -0.22 3.23 0.05
H 2.026671 -1.140047 -3.097188 -0.07 -0.27 0.07 0.10
C -3.168821 -0.676548 3.916316 -0.44 -0.75 0.68 -0.09
```
Positions in Å, forces in eV/Å.

## Properties
Total charge: 0
E_LUMO (eV): 0.02
HOMO (eV): -8.23

No. 2
Here is an isolated molecule of C6H7NO at a distorted geometry from the Open Molecules 2025 dataset. Energies are from wB97M-V/def2-TZVPD.

```
15
Properties=species:S:1:pos:R:3:forces:R:3:lowdin_charge:R:1
H -1.608920 -1.705493 -0.243115 0.10 1.45 0.34 0.15
H 1.224244 -1.453137 -0.367037 -1.24 1.44 -0.84 0.12
O 1.488793 -0.964679 1.668764 -1.13 1.40 1.55 0.03
H 0.399213 -1.385923 -1.984753 -0.80 0.51 2.22 0.14
C -0.129114 1.425597 -0.555021 1.77 -2.36 -1.18 -0.04
H -2.102155 1.128003 0.219641 0.88 -1.05 0.55 0.15
C -1.105938 0.594437 0.189728 -2.88 2.01 0.81 -0.25
H 0.527169 0.673330 2.582528 0.69 -0.05 0.40 0.13
H -0.111413 2.488893 -0.512678 -0.08 0.55 -0.16 0.09
C -0.943044 -0.818989 -0.088775 2.63 -1.95 -0.07 -0.17
C 0.671041 0.584441 -1.278540 -0.90 0.54 2.50 -0.06
H 1.453051 0.819836 -1.963667 0.42 0.41 -0.26 0.09
C 0.569868 -0.202152 1.929088 -0.59 -1.39 -2.49 -0.26
C 0.397148 -0.860628 -0.915911 0.63 -1.80 -2.38 -0.15
N -0.729943 -0.323536 1.319749 0.49 0.31 -0.98 0.04
```
Positions in Å, forces in eV/Å.

## Properties
Total charge: 0
E_LUMO (eV): 1.00
HOMO (eV): -9.25

No. 3
Here is the ion C6H12N3O5 with charge +1 at a distorted geometry from the Open Molecules 2025 dataset. Energies are from wB97M-V/def2-TZVPD.

```
26
Properties=species:S:1:pos:R:3:forces:R:3:lowdin_charge:R:1
O -0.081358 -0.924465 -0.522573 -0.70 -0.79 1.05 0.03
H 0.004710 2.206293 -0.595837 0.36 0.28 -0.85 0.14
H 3.772506 -0.464450 -0.665705 1.43 -0.35 -3.29 0.13
N -1.812150 0.549229 -0.150265 -1.00 -1.29 0.48 0.15
H -4.134343 -1.207956 -1.211592 0.68 0.14 0.93 0.14
O -5.179890 -0.250131 0.211418 0.89 -0.75 -0.47 0.07
C 2.003749 0.675057 0.096091 2.47 -0.37 1.18 -0.42
C 3.214475 -0.379966 0.167283 -3.15 2.46 2.25 -0.29
O 4.074408 -0.168776 1.159249 1.10 -0.54 0.79 0.10
C -4.126495 -0.664261 -0.222086 -0.49 1.62 0.51 -0.11
H 2.782382 -2.418288 -0.132608 0.81 -0.41 0.64 0.18
H 1.531744 -1.544861 -0.266543 -1.07 0.99 -0.33 0.11
H -2.507292 -1.089568 1.260045 0.58 0.95 -1.34 0.18
C -2.823987 -0.195210 0.637780 -1.26 0.23 0.80 -0.24
O 1.452166 1.014282 1.130195 0.41 -0.58 -1.01 0.14
O -3.255644 0.791327 1.583468 3.79 -0.73 -1.03 0.02
N 2.377786 -1.596965 0.307371 -0.34 -2.36 -0.44 0.26
H 1.995321 -1.826008 1.231232 0.59 0.26 0.11 0.19
H -2.142530 1.459855 -0.450123 0.13 -0.04 0.42 0.17
H -0.027004 1.408325 -2.296998 -0.40 0.33 0.05 0.14
H 3.650129 0.233218 1.909456 -0.47 0.49 0.77 0.12
C 0.220951 1.343238 -1.244492 -0.41 -1.06 1.64 -0.04
H 2.167933 1.194408 -1.911208 1.05 -0.27 -0.31 0.16
N 1.603710 0.882823 -1.156915 -2.20 1.27 -0.17 0.08
C -0.596801 0.183807 -0.520893 0.71 0.75 -2.46 -0.44
H -4.164488 0.789036 1.654243 -3.51 -0.22 0.07 0.04
```
Positions in Å, forces in eV/Å.

## Properties
Total charge: +1
E_LUMO (eV): -3.00
HOMO (eV): -13.07

> What is the E_LUMO in the first record?

0.02 eV